[1]
Br2OS2 as an isolated structure in a non-equilibrium geometry, computed with the ωB97M-V functional and the def2-TZVPD basis.

Geometry (Å):
O -0.04955 1.30442 -0.01505
S 0.74320 0.47183 -0.95376
S -1.77029 0.11844 0.99823
Br 2.44363 -0.44355 0.23885
Br -1.36699 -1.45114 -0.26827

Calculated values
**Net charge**: 0
**Gap between HOMO and LUMO (spin up / spin down)**: 6.996 / 6.994 eV

Atom charges from the Mulliken analysis, given in e for atoms 1 to 4: O -0.34; S 0.30; S 0.01; Br -0.06

[2]
Br3CdI as an isolated structure, computed with the ωB97M-V functional and the def2-TZVPD basis.

Geometry (Å):
Cd -0.11276 0.06823 0.13733
Br -1.25211 -1.75581 -1.56456
Br -1.68056 1.64830 1.35499
Br 1.42730 1.55652 -1.48752
I 1.61813 -1.51725 1.55976

Calculated values
**Net charge**: -2
**Gap between HOMO and LUMO**: 7.327 eV

Atom charges from the Mulliken analysis, given in e for atoms 1 to 4: Cd 0.80; Br -0.75; Br -0.65; Br -0.74

[3]
Br4O3P as an isolated structure in a non-equilibrium geometry, computed with the ωB97M-V functional and the def2-TZVPD basis.

Geometry (Å):
O -0.30440 1.89610 -0.18685
O -0.09229 -0.87634 1.14269
O 0.45578 -0.75205 -1.48639
P -0.43293 -0.30872 -0.24917
Br -1.17826 2.46898 1.18205
Br 1.69796 -1.50055 1.73624
Br 2.20779 -0.13631 -1.41558
Br -2.35365 -0.79111 -0.72298

Calculated values
**Net charge**: +1
**Gap between HOMO and LUMO**: 6.090 eV

Atom charges from the Mulliken analysis, given in e for atoms 1 to 4: O -0.37; O -0.31; O -0.29; P 1.05

[4]
BrCdH10O5 as an isolated structure in a non-equilibrium geometry, computed with the ωB97M-V functional and the def2-TZVPD basis.

Geometry (Å):
Cd -0.01025 -0.33850 -0.23832
Br 0.49885 -2.59953 -1.58825
O 1.66102 0.70045 -0.71522
H 2.15002 0.81785 -1.52967
H 2.21104 1.10535 -0.04457
O -0.54966 1.35798 0.87935
H 0.00312 2.13774 0.82813
H -1.14220 1.53149 1.61082
O 1.19886 -0.93734 1.40239
H 1.60811 -0.26722 1.94981
H 1.56288 -1.76311 1.72145
O -0.97165 0.57586 -1.93728
H -1.69983 1.18620 -2.05329
H -0.65847 0.40431 -2.82538
O -1.67198 -1.08955 0.68196
H -1.60266 -1.97579 1.03692
H -2.58719 -0.84619 0.82115

Calculated values
**Net charge**: +2
**2S+1**: 2
**Gap between HOMO and LUMO (spin up / spin down)**: 12.301 / 7.385 eV

Atom charges from the Mulliken analysis, given in e for atoms 1 to 4: Cd 1.39; Br 0.05; O -0.51; H 0.29

[5]
A 2-piece molecular cluster, BrCl4HSi2 overall in a non-equilibrium geometry, computed with the ωB97M-V functional and the def2-TZVPD basis.

Geometry (Å):
Si -1.55844 -0.18023 -0.05398
Si 2.35681 -0.05352 0.84143
Cl -0.32720 0.20412 -1.65049
Cl -0.83528 -1.86982 0.76930
Cl -1.24016 1.29900 1.35060
Cl 1.94625 1.94499 0.37270
Br 2.69886 -1.07781 -1.14585
H -3.04083 -0.26671 -0.48371

Calculated values
**Net charge**: 0
**Gap between HOMO and LUMO**: 8.520 eV

Atom charges from the Mulliken analysis, given in e for atoms 1 to 4: Si 0.64; Si 0.35; Cl -0.17; Cl -0.17

[6]
A 2-piece molecular cluster, BrClFH2IN4 overall in a non-equilibrium geometry, computed with the ωB97M-V functional and the def2-TZVPD basis.

Geometry (Å):
N 0.27131 0.58398 2.09943
N -0.36101 -0.84473 -2.63786
N -0.95653 -0.25434 0.33897
N -0.09288 0.33498 0.91733
F -1.95083 -1.07502 1.10052
Cl -0.32145 0.02145 3.71302
Br 0.93564 -1.45251 -1.83857
I 2.73191 0.44737 -1.24243
H 1.07440 1.11128 2.36216
H -1.21424 -0.50576 -2.06958

Calculated values
**Net charge**: 0
**Gap between HOMO and LUMO (spin up / spin down)**: 7.375 / 7.380 eV

Atom charges from the Mulliken analysis, given in e for atoms 1 to 4: N -0.31; N -0.43; N -0.07; N 0.40

[7]
An isolated molecule of BrClFN in a non-equilibrium geometry, computed with the ωB97M-V functional and the def2-TZVPD basis.

Geometry (Å):
F 1.13470 -0.61203 -0.34870
N 0.28766 0.06663 0.37022
Cl 0.05870 1.57652 -0.29629
Br -1.48106 -1.03113 0.27477

Calculated values
**Net charge**: 0
**SMILES**: FN(Cl)Br
**Gap between HOMO and LUMO**: 8.809 eV

And the Mulliken charges, in e, turn out to be: F -0.08; N 0.02; Cl 0.03; Br 0.02

[8]
An isolated molecule of BrClFNO in a non-equilibrium geometry, computed with the ωB97M-V functional and the def2-TZVPD basis.

Geometry (Å):
N -0.64100 -0.51574 -1.11939
O 1.11712 -0.57869 1.16052
F 0.52027 -0.18054 -1.80140
Cl 0.34326 0.53421 1.91631
Br -1.33965 0.74076 -0.15603

Calculated values
**Net charge**: 0
**Gap between HOMO and LUMO (spin up / spin down)**: 6.465 / 6.467 eV

Atom charges from the Mulliken analysis, given in e for atoms 1 to 4: N -0.03; O -0.39; F -0.09; Cl 0.17

[9]
A 2-piece molecular cluster, BrClH2N2 overall in a non-equilibrium geometry, computed with the ωB97M-V functional and the def2-TZVPD basis.

Geometry (Å):
H 0.66319 0.20267 1.16939
N -0.06847 0.82782 0.73847
N -1.11405 0.46569 0.28071
Br -1.46402 -1.49467 -0.14094
Cl 1.53262 0.48640 -1.06300
H 0.45073 -0.48791 -0.98463

Calculated values
**Net charge**: 0
**SMILES**: [H]/N=N\Br.Cl
**Gap between HOMO and LUMO**: 9.369 eV

Atom charges from the Mulliken analysis, given in e for atoms 1 to 4: H 0.38; N -0.24; N 0.02; Br -0.15

[10]
An isolated molecule of BrClH2O2Si in a non-equilibrium geometry, computed with the ωB97M-V functional and the def2-TZVPD basis.

Geometry (Å):
O 1.08745 0.88446 -0.19584
Si 0.39866 -0.45007 0.39109
O -1.10036 -0.88845 0.03652
Cl 1.12400 -2.39250 -0.46266
Br 0.65915 -0.18214 2.58174
H 1.20417 0.86879 -1.13376
H -1.91033 -0.23608 0.04898

Calculated values
**Net charge**: 0
**SMILES**: O[Si](O)(Cl)Br
**Gap between HOMO and LUMO**: 10.948 eV

Atom charges from the Mulliken analysis, given in e for atoms 1 to 4: O -0.38; Si 0.64; O -0.42; Cl -0.30